Record 1
Density functional theory data (ωB97M-V with the def2-TZVPD basis set) for a structure of composition C46H61N4O4SiTeV in a non-equilibrium geometry.

Element x y z (Å)
V: -0.466040 0.059901 -0.134002
C: -2.110992 3.138474 -1.689399
N: -2.149535 1.759895 -2.145308
C: -3.195892 1.013995 -1.460324
C: -2.362953 1.763975 -3.587388
C: -2.565624 0.399236 -4.230341
N: -1.593627 -0.595878 -3.853138
C: -2.030434 -1.929867 -4.203732
C: -0.279256 -0.315718 -4.390180
H: -3.069407 3.654478 -1.879971
H: -1.306416 3.668830 -2.197945
H: -1.906612 3.170303 -0.625205
H: -4.206824 1.397258 -1.691014
H: -3.050877 1.092119 -0.377595
H: -3.133533 -0.037356 -1.734155
H: -1.521619 2.294204 -4.039981
H: -3.276760 2.346792 -3.818797
H: -2.579421 0.566860 -5.327856
H: -3.556714 0.019695 -3.966929
H: -2.082658 -2.081471 -5.299341
H: -3.021048 -2.120918 -3.785451
H: -1.347255 -2.663010 -3.777462
H: -0.287953 -0.285938 -5.497076
H: 0.412547 -1.097265 -4.074081
H: 0.105186 0.630538 -4.009157
O: -2.885632 -1.740652 0.883425
C: -2.428031 -2.927506 0.293146
C: -1.469838 -2.629952 -0.889718
O: -1.061802 -3.527875 -1.606158
O: -1.166365 -1.386590 -1.046477
C: -3.637529 -3.647529 -0.300246
C: -4.818856 -2.950013 -0.522267
C: -5.914604 -3.588986 -1.087312
C: -5.838958 -4.927812 -1.437624
C: -4.658574 -5.625580 -1.220683
C: -3.564881 -4.990446 -0.655843
C: -1.736866 -3.809443 1.337851
C: -0.462289 -4.341327 1.200827
C: 0.084641 -5.122270 2.211508
C: -0.639647 -5.396067 3.358861
C: -1.921461 -4.878765 3.496437
C: -2.460703 -4.090261 2.495563
H: -2.192877 -1.374685 1.488969
H: -4.872991 -1.908265 -0.240499
H: -6.831222 -3.035587 -1.252064
H: -6.694055 -5.426968 -1.876210
H: -4.588387 -6.671272 -1.494019
H: -2.644401 -5.534681 -0.493245
H: 0.114575 -4.151138 0.307792
H: 1.088137 -5.511976 2.094467
H: -0.210291 -6.006131 4.143727
H: -2.497811 -5.082977 4.390558
H: -3.457428 -3.678212 2.600044
C: 2.058856 -1.778078 -0.927555
C: 1.917780 -1.680940 0.562491
C: 2.889744 -2.131795 1.422239
C: 2.650411 -2.039735 2.803273
C: 1.461246 -1.566904 3.269953
C: 0.440484 -1.146651 2.356519
N: 0.759414 -1.150350 1.015973
N: -0.770950 -0.757427 2.691166
Si: -1.370165 -0.313425 4.232006
C: -0.243772 0.902730 5.140332
C: -1.660303 -1.756896 5.411146
C: -3.059395 0.468068 3.927379
H: 3.051014 -2.138361 -1.196361
H: 1.901841 -0.804747 -1.403261
H: 1.307554 -2.460334 -1.333300
H: 3.810064 -2.543332 1.033158
H: 3.410489 -2.370455 3.502427
H: 1.252659 -1.517385 4.330387
H: 0.468472 0.380128 5.781833
H: -0.822851 1.577837 5.775150
H: 0.336688 1.510165 4.444559
H: -0.728129 -2.187032 5.782877
H: -2.214950 -2.551109 4.910618
H: -2.246396 -1.426562 6.273258
H: -3.096119 0.943637 2.945962
H: -3.305615 1.219947 4.680866
H: -3.842468 -0.292775 3.946607
C: -1.367741 3.311793 1.989384
C: -0.163115 2.577908 1.493235
O: -0.323620 1.511614 0.838229
C: 1.181816 2.985103 1.818223
C: 2.279700 2.187149 1.463138
C: 3.561696 2.572870 1.798620
C: 3.783827 3.759842 2.486824
C: 2.706582 4.564348 2.836140
C: 1.419282 4.184862 2.507007
H: -2.266285 2.746524 1.757258
H: -1.449006 4.301894 1.532855
H: -1.318793 3.446524 3.072693
H: 2.113363 1.266421 0.921592
H: 4.395291 1.944751 1.511665
H: 4.791483 4.058429 2.746316
H: 2.871969 5.494068 3.365992
H: 0.591271 4.826980 2.776677
C: 7.548689 3.955860 -3.338258
C: 6.137246 3.589217 -2.964745
C: 5.055479 4.346172 -3.386207
C: 3.745254 4.013784 -3.055676
C: 2.641144 4.897325 -3.563537
C: 3.479957 2.874687 -2.273245
Te: 1.449529 2.378329 -1.852708
C: 4.574036 2.120990 -1.817502
C: 4.416255 0.913393 -0.936088
C: 5.869405 2.482562 -2.174569
H: 7.569569 4.863882 -3.941774
H: 8.026811 3.160578 -3.914865
H: 8.163424 4.128579 -2.451826
H: 5.232027 5.228485 -3.994602
H: 3.052014 5.758167 -4.094086
H: 2.014372 5.247599 -2.741525
H: 1.978843 4.346788 -4.234895
H: 3.430315 0.894638 -0.475929
H: 5.172410 0.914407 -0.147662
H: 4.535719 -0.008626 -1.510680
H: 6.696069 1.877681 -1.810154

Forces on atoms 1 to 6 (eV/Å):
V 0.4 -1.6 -2.0
C 0.0 0.0 -0.1
N 0.0 -0.2 0.3
C 0.0 0.0 0.0
C 0.1 0.0 -0.1
C 0.0 0.0 0.0

As for the spin multiplicity: 4. The calculation puts the total energy at -103705.9011 eV. For the HOMO energy (spin up / spin down), the calculation gives -3.72 / -3.73 eV. For the energy above the lowest of the compared OMol25 structures with the same formula, charge and spin, the calculation gives 83.6 kJ/mol. The charge is -1. Its expectation value of S² is 3.7819. The orbital gap (spin up / spin down) comes out at 5.5 / 5.4 eV.

Atomic partial charges in e from the Mulliken method, atoms 1 to 2: 1.113, -1.178

Record 2
Density functional theory data (ωB97M-V with the def2-TZVPD basis set) for a structure of composition C46H62N2O4Sc in a non-equilibrium geometry.

Element x y z (Å)
Sc: -0.016624 -0.502833 -0.357677
C: -2.674424 -1.243333 -2.336677
O: -1.886124 -0.940933 -1.179277
C: -2.516424 -0.068833 -0.240977
C: -2.770324 -0.572833 1.039623
C: -2.610324 -2.034833 1.375123
C: -1.234224 -2.606733 1.679923
C: -1.198024 -3.955933 1.988123
C: -0.010324 -4.652633 2.188423
C: 1.168776 -3.942333 2.019723
C: 1.190876 -2.586633 1.718523
C: 2.567976 -1.971433 1.515423
C: 2.722476 -0.523633 1.109623
C: 3.308076 0.335367 2.028723
C: 3.670276 1.638967 1.708823
C: 3.363176 2.086667 0.433723
C: 2.746976 1.283267 -0.523377
C: 2.553776 1.880967 -1.895377
C: 1.184976 1.920567 -2.552977
C: 1.154976 2.389867 -3.854877
C: -0.027824 2.631967 -4.544877
C: -1.209724 2.387867 -3.864177
C: -1.239024 1.912367 -2.563177
C: -2.614524 1.867467 -1.924477
C: -2.801424 1.263467 -0.558877
C: -3.401224 2.047967 0.416823
C: -3.706024 1.574967 1.688223
C: -3.359024 0.264267 1.982223
C: -4.449424 2.479967 2.655623
C: -4.768324 1.788367 3.981823
C: -5.778024 2.894667 2.003323
C: -3.583424 3.713467 2.943923
C: -0.030624 1.661267 -1.875577
O: -0.033524 1.273867 -0.616577
C: 0.008876 3.179967 -5.960777
C: 0.741976 2.167267 -6.850577
C: -1.388324 3.409867 -6.543577
C: 0.748276 4.525567 -5.953877
C: 2.469576 -0.044933 -0.186077
O: 1.833776 -0.934333 -1.094277
C: 2.553476 -1.213433 -2.303477
C: 4.416376 2.487567 2.726623
C: 3.521076 2.661467 3.960923
C: 4.780376 3.875867 2.190723
C: 5.722276 1.761067 3.086723
C: -0.024624 -1.868233 1.619723
O: -0.036724 -0.567933 1.437123
C: -0.054024 -6.128033 2.540823
C: -0.763824 -6.888733 1.411923
C: -0.816424 -6.287533 3.862323
C: 1.341876 -6.725433 2.726023
H: -3.723024 -1.004233 -2.149777
H: -2.593624 -2.314733 -2.545477
H: -2.316324 -0.688933 -3.210777
H: -3.019824 -2.622933 0.540523
H: -3.241324 -2.238033 2.245523
H: -2.142624 -4.472633 2.064523
H: 2.116376 -4.444533 2.123123
H: 3.107276 -2.585733 0.780823
H: 3.101876 -2.095633 2.462323
H: 3.516176 -0.052033 3.014123
H: 3.621276 3.091467 0.144223
H: 3.246576 1.387967 -2.585977
H: 2.883776 2.923867 -1.833377
H: 2.101176 2.612067 -4.323777
H: -2.156324 2.611167 -4.327077
H: -3.297924 1.373667 -2.624377
H: -2.948424 2.908767 -1.860477
H: -3.653624 3.063467 0.153823
H: -3.578224 -0.148733 2.953323
H: -5.396124 0.914167 3.829223
H: -5.310624 2.480667 4.619423
H: -3.859724 1.495067 4.499623
H: -6.375524 2.012667 1.781523
H: -5.617324 3.441767 1.079223
H: -6.344824 3.530367 2.677923
H: -2.622624 3.402567 3.348823
H: -4.081824 4.350667 3.670323
H: -3.402624 4.291667 2.041823
H: 0.242676 1.201167 -6.806477
H: 1.770276 2.032067 -6.529177
H: 0.748076 2.503867 -7.883877
H: -1.960624 2.485667 -6.585977
H: -1.297224 3.795067 -7.556077
H: -1.936924 4.145067 -5.961177
H: 1.761676 4.420767 -5.577277
H: 0.216376 5.231867 -5.320777
H: 0.798576 4.939067 -6.958177
H: 3.621776 -1.058033 -2.144877
H: 2.204676 -0.579033 -3.122677
H: 2.362876 -2.260433 -2.551777
H: 2.579276 3.118867 3.664723
H: 4.006476 3.304667 4.690823
H: 3.301776 1.706767 4.430523
H: 3.888076 4.443067 1.936523
H: 5.426776 3.802767 1.318523
H: 5.319476 4.424767 2.959623
H: 5.531576 0.784567 3.521423
H: 6.298176 2.343967 3.800323
H: 6.327576 1.625667 2.192723
H: -1.787724 -6.550633 1.281123
H: -0.788224 -7.951933 1.630923
H: -0.232624 -6.753333 0.470923
H: -1.829524 -5.902733 3.789523
H: -0.298324 -5.739733 4.646223
H: -0.865324 -7.335233 4.147723
H: 1.929676 -6.667233 1.811923
H: 1.250076 -7.773833 2.997423
H: 1.873176 -6.218733 3.527723
N: 1.192476 -3.801033 -1.246177
N: -0.033924 -3.043433 -1.177877
H: 1.008976 -4.806033 -1.241477
H: 1.737976 -3.585433 -0.415777
H: -0.664824 -3.453933 -0.477977
H: -0.482624 -3.157533 -2.089277

Forces on atoms 1 to 6 (eV/Å):
Sc -0.3 -2.8 -2.4
C -0.1 -0.4 -0.7
O -1.3 0.4 0.0
C -0.8 0.3 0.8
C -0.2 -0.1 -0.5
C 0.1 0.0 0.1

The calculation puts the total energy at -80577.3142 eV. For the HOMO energy, the calculation gives -10.36 eV. The charge is +1. The orbital gap comes out at 8.3 eV.

Atomic partial charges in e from the Mulliken method, atoms 1 to 2: -1.019, -1.158